1.
{"formula": "C5H14", "method": "wB97M-V/def2-TZVPD", "elements": ["C", "C", "C", "H", "H", "H", "H", "H", "H", "H", "H", "C", "C", "H", "H", "H", "H", "H", "H"], "xyz": [[-1.606754, -0.115193, -2.783876], [-1.180662, 0.763307, -1.598798], [0.178154, 0.421837, -0.933828], [-1.722065, -1.139819, -2.421842], [-2.602747, 0.262725, -3.040943], [-1.046776, -0.105768, -3.713801], [-1.068753, 1.815015, -1.876043], [-1.974029, 0.666511, -0.872066], [0.146863, 0.187999, 0.123575], [0.448828, -0.601494, -1.258568], [0.940872, 1.105356, -1.270729], [1.743644, -0.069831, 2.087971], [0.571595, -0.797720, 2.796555], [1.730866, 1.014011, 2.157116], [2.675167, -0.316737, 2.617292], [1.872529, -0.335958, 1.043516], [0.946861, -1.593453, 3.423516], [-0.173067, -1.107862, 2.066111], [0.119475, -0.052923, 3.454841]], "forces_ev_per_a": [[-0.852, 0.444, 0.537], [1.217, 0.143, 0.030], [-0.762, -2.116, -0.904], [0.055, -0.030, -0.235], [-0.040, -0.351, -0.196], [0.554, 0.135, 0.205], [-0.612, -0.042, -0.156], [-0.247, 0.223, 0.272], [-0.165, 1.136, 0.314], [0.261, 0.392, -0.447], [0.408, 0.123, 0.421], [0.841, -0.453, 0.731], [0.445, 1.557, -0.378], [-0.537, 0.151, -0.131], [-0.088, -0.131, -0.277], [0.048, -0.136, 0.031], [-0.175, -0.445, -0.135], [-0.067, -0.318, 0.236], [-0.285, -0.284, 0.084]], "energy_ev": -5411.4067, "e_above_lowest_kcal_mol": 14.8, "total_charge": 0}

2.
{"formula": "C6H13NO", "method": "wB97M-V/def2-TZVPD", "elements": ["C", "N", "C", "C", "C", "C", "C", "H", "H", "H", "H", "H", "H", "H", "H", "H", "H", "H", "H", "H", "O"], "xyz": [[2.152471, -1.585875, 0.736740], [-0.576694, -0.807869, 0.988813], [0.231139, -0.394296, -0.148832], [1.471019, -0.690781, -0.195966], [-2.096904, 1.936751, -2.292435], [-1.415337, 1.142943, -1.113865], [-0.444722, 0.193856, -1.331970], [2.556876, -0.990671, 1.563738], [3.023022, -2.026770, 0.210595], [1.625274, -2.240906, 1.477878], [-1.378422, -0.248227, 1.050922], [-1.029218, -1.761366, 0.828857], [2.278615, -0.465426, -0.980280], [-1.891825, 2.931038, -2.219735], [-3.117154, 1.785144, -2.108423], [-1.854482, 1.509431, -3.252096], [-1.711600, 1.490636, -0.160057], [-0.310996, -0.116234, -2.246129], [0.476545, -0.499841, 2.671510], [0.888914, 0.894176, 3.218477], [1.123479, -0.055712, 3.302258]], "forces_ev_per_a": [[0.602, -0.521, 0.969], [0.980, -1.695, -0.915], [-8.072, 1.278, -1.356], [8.478, -3.117, -0.401], [1.386, -4.148, 1.593], [0.010, 0.662, -3.161], [-1.764, 2.043, 6.845], [0.579, 0.837, 0.017], [-0.580, -0.110, 0.684], [-0.212, 0.053, -1.400], [-1.336, 1.278, 0.119], [1.313, 1.224, 0.135], [-2.201, 0.461, 0.598], [0.681, 2.843, 0.142], [-1.804, 0.017, 0.096], [0.260, 0.044, -0.260], [-0.044, 0.134, 1.083], [1.693, -1.375, -4.885], [0.929, 0.771, 1.142], [0.294, -0.831, 0.285], [-1.191, 0.150, -1.330]], "s2": 0.77, "energy_ev": -9959.5077, "e_above_lowest_kcal_mol": 65.7, "total_charge": 1, "spin_multiplicity": 2}

3.
{"formula": "C17H20BClN6Sr", "method": "wB97M-V/def2-TZVPD", "elements": ["H", "N", "B", "N", "C", "Sr", "H", "C", "H", "C", "H", "C", "H", "H", "H", "N", "N", "N", "N", "C", "C", "H", "H", "C", "C", "C", "C", "H", "H", "H", "H", "H", "Cl", "C", "C", "C", "C", "C", "C", "C", "H", "H", "H", "H", "H", "H"], "xyz": [[-0.306482, 3.367621, 0.738328], [-0.066223, 1.902458, -0.801957], [0.533742, 0.726317, -3.017178], [0.493398, 1.992475, -2.061617], [0.971679, 3.236724, -2.277646], [-1.289799, -0.730900, -0.144797], [1.479943, 3.462421, -3.225261], [0.709174, 4.005228, -1.142061], [0.952947, 5.049620, -0.992697], [0.061725, 3.125562, -0.247493], [0.881073, 1.048203, -4.104850], [-1.505842, -2.769633, -0.884799], [-2.175132, -2.500986, -0.005129], [-0.659502, -3.355685, -0.641301], [-2.006827, -3.175529, -1.740498], [-0.898049, 0.098685, -3.206122], [1.524333, -0.363031, -2.436565], [-1.638819, -0.297638, -2.059437], [1.206988, -0.947030, -1.229965], [-1.685522, -0.157363, -4.245954], [2.676227, -0.880601, -2.912827], [-1.397448, 0.107629, -5.240713], [3.123721, -0.491567, -3.838368], [-2.868008, -0.771972, -3.840689], [3.102010, -1.877844, -2.034409], [-2.823772, -0.861585, -2.439398], [2.152501, -1.891006, -0.994824], [-3.685394, -1.113997, -4.444339], [3.961768, -2.526111, -2.131870], [-3.534328, -1.327098, -1.726053], [2.099659, -2.531903, -0.126701], [-2.761468, 0.743863, 0.818077], [-0.216856, 2.535756, 3.248954], [0.016769, 1.141728, 4.223546], [-0.186776, 1.229473, 5.597514], [-0.062141, 0.070811, 6.394149], [0.245159, -1.159638, 5.779760], [0.415088, -1.266958, 4.400590], [0.375825, -0.091419, 3.547074], [0.672943, -0.185052, 2.161603], [-0.438104, 2.190442, 6.058414], [-0.212181, 0.156718, 7.474704], [0.357179, -2.064404, 6.387448], [0.623952, -2.233679, 3.909093], [0.504295, -1.214608, 1.779666], [1.276572, 0.595518, 1.676585]], "forces_ev_per_a": [[-0.064, -0.318, -0.152], [0.332, 0.662, -0.295], [0.293, 0.374, 0.530], [-0.525, -0.783, 0.671], [-0.040, 0.051, 0.112], [2.680, 4.476, 7.909], [-0.386, -0.008, 0.637], [0.145, -0.343, -0.420], [-0.044, -0.232, -0.016], [0.330, -0.527, -1.326], [0.285, 0.143, -0.260], [-1.673, -3.037, 0.212], [0.048, -2.463, -1.161], [0.940, -0.461, 0.629], [-0.335, -0.023, -0.263], [-2.469, -0.720, 2.608], [-0.539, -0.116, 1.210], [-0.679, 1.448, -7.379], [0.666, -0.768, -0.533], [-0.235, -0.289, -0.172], [-0.095, -0.122, 0.000], [0.228, 0.015, -0.328], [-0.352, -0.358, 0.583], [-0.410, -0.128, 0.509], [-0.100, 0.125, -0.028], [1.767, 1.344, -1.321], [-0.524, 1.360, -1.212], [-0.005, 0.041, -0.328], [-0.067, 0.209, -0.031], [0.599, 0.655, -0.617], [0.016, 0.125, 0.009], [0.054, -0.189, 0.006], [0.070, 0.314, 0.001], [0.479, -1.099, -0.208], [0.130, -0.656, 0.162], [0.134, 0.273, -0.730], [-0.086, -0.129, -0.054], [-0.118, 0.988, -0.592], [-0.577, 0.007, 1.820], [0.096, -0.518, 0.630], [0.060, -0.402, -0.306], [0.100, -0.174, -0.449], [-0.133, 0.404, -0.189], [-0.053, 0.559, 0.483], [0.820, 0.832, -0.104], [-0.761, -0.540, -0.249]], "energy_ev": -40922.3636, "e_above_lowest_kcal_mol": 129.9, "total_charge": 0}

4.
{"formula": "C15H46N14O11Zn", "method": "wB97M-V/def2-TZVPD", "elements": ["Zn", "C", "O", "O", "O", "C", "O", "N", "N", "H", "H", "H", "H", "C", "O", "N", "N", "H", "H", "H", "H", "C", "O", "N", "N", "H", "H", "H", "H", "C", "O", "N", "N", "H", "H", "H", "H", "C", "O", "N", "N", "H", "H", "H", "H", "C", "O", "N", "N", "H", "H", "H", "H", "C", "C", "C", "O", "C", "N", "H", "H", "H", "H", "H", "H", "H", "H", "H", "H", "H", "C", "C", "C", "O", "C", "N", "H", "H", "H", "H", "H", "H", "H", "H", "H", "H", "H"], "xyz": [[-1.078470, 0.820508, -0.751976], [0.471311, -0.522540, 0.740321], [1.307825, -1.002068, 1.548026], [0.650631, -0.406941, -0.523141], [-0.553905, 0.190126, 1.129706], [3.461273, 0.240674, 4.013757], [4.385520, 0.447565, 4.785449], [3.575842, 0.403472, 2.654098], [2.213833, -0.087887, 4.436900], [2.755106, 0.109294, 2.132808], [4.508886, 0.221609, 2.324323], [1.514269, -0.370424, 3.770721], [2.012645, 0.220067, 5.369864], [-1.545873, -2.652683, 3.829561], [-2.143020, -3.383653, 4.599528], [-2.128586, -1.710604, 3.024216], [-0.199233, -2.684795, 3.629411], [-3.105592, -1.503238, 3.064113], [-1.479335, -1.133023, 2.505245], [0.378900, -3.382904, 4.057269], [0.155533, -2.163835, 2.839913], [1.324744, 3.910397, 2.732528], [0.521051, 4.671500, 2.220005], [1.964506, 4.135756, 3.913167], [1.536197, 2.652487, 2.254816], [1.880225, 5.019303, 4.379133], [2.782752, 3.594657, 4.139164], [2.263011, 2.070117, 2.641584], [1.040936, 2.277424, 1.470087], [3.407850, -3.586884, 0.172672], [3.981187, -4.525793, -0.365403], [3.928037, -2.322792, 0.154207], [2.187289, -3.688655, 0.762829], [3.252490, -1.637604, 0.462002], [4.690164, -2.059926, -0.437817], [1.682434, -4.529612, 0.557106], [1.788498, -2.932551, 1.298922], [-2.342284, 2.442050, 3.538411], [-2.667435, 2.809250, 2.415920], [-2.636005, 3.083731, 4.703486], [-1.547313, 1.335953, 3.691968], [-3.302270, 3.827769, 4.780721], [-2.137031, 2.860593, 5.544567], [-1.220041, 0.958019, 2.819827], [-1.506075, 0.972089, 4.625035], [3.510742, 0.173588, -2.709245], [4.442374, 0.456315, -3.438408], [3.089448, 0.931643, -1.655918], [2.788541, -0.980281, -2.852676], [3.667531, 1.671740, -1.302331], [2.389261, 0.509081, -1.065186], [1.999516, -1.240332, -2.283631], [3.096508, -1.574836, -3.600632], [-3.642295, -1.287305, 0.178489], [-2.573368, -1.805371, -0.785717], [-3.029664, -3.009109, -1.556631], [-1.988117, -3.464390, -2.384989], [-2.411288, -4.175935, -3.526398], [-2.141961, -0.669513, -1.705305], [-3.147183, -0.659406, 0.909764], [-4.132472, -2.133108, 0.660836], [-4.438143, -0.848016, -0.432452], [-1.655498, -2.028252, -0.235380], [-3.937733, -2.766750, -2.134417], [-3.321719, -3.821765, -0.882167], [-2.831600, -3.496521, -4.282825], [-3.250225, -4.838691, -3.283737], [-1.579251, -4.720625, -3.956655], [-1.893801, -1.212551, -2.536988], [-3.069763, -0.286701, -1.912889], [1.049364, 3.040592, -4.042759], [-0.233209, 2.865953, -3.225987], [-1.469484, 2.733208, -4.080367], [-1.270226, 1.621385, -4.944098], [-2.412434, 1.261151, -5.677709], [-0.114228, 1.622129, -2.388018], [1.359052, 2.096335, -4.495138], [1.877539, 3.246150, -3.351784], [1.061970, 3.902960, -4.703369], [-0.338876, 3.794658, -2.661354], [-1.614251, 3.598125, -4.734339], [-2.353625, 2.565026, -3.450141], [-2.672239, 2.007002, -6.438798], [-3.249785, 1.103372, -4.988891], [-2.232714, 0.354551, -6.254149], [-0.257488, 0.966407, -3.170917], [0.900318, 1.512131, -2.271738]], "forces_ev_per_a": [[1.556, -1.189, 0.302], [1.459, 1.924, -0.161], [-0.969, -0.444, -0.148], [0.528, -0.863, -1.168], [-1.729, 0.267, 0.559], [0.527, 0.278, 0.441], [-0.096, 0.051, -0.149], [-0.110, -0.002, 0.186], [0.019, 0.065, 0.036], [0.564, -0.406, -0.326], [-0.104, -0.009, -0.354], [-0.258, 0.144, 0.193], [-0.351, -0.359, 0.063], [-0.329, -0.583, 0.173], [-0.094, 0.199, 0.004], [0.516, -0.109, -0.282], [0.372, 0.308, -0.236], [-0.023, 0.017, 0.250], [-0.694, 0.301, -0.061], [-0.157, -0.095, 0.078], [0.489, -0.159, 0.208], [-1.333, -0.388, -0.346], [0.245, 0.304, 0.086], [0.684, 0.091, 0.567], [0.820, -0.478, -0.022], [-0.087, 0.181, -0.316], [-0.068, -0.016, 0.082], [-0.069, 0.046, -0.075], [-0.248, 0.380, -0.050], [0.983, -0.351, -1.260], [-0.339, -0.033, 0.173], [-0.933, 0.469, 1.080], [-0.107, -0.217, 0.234], [0.397, 0.424, -0.231], [0.056, -0.278, -0.117], [-0.016, -0.062, 0.308], [-0.080, -0.044, -0.296], [0.850, -0.182, -0.852], [-0.548, 0.194, 0.177], [-0.276, 0.052, 0.586], [-0.898, 1.328, 0.565], [0.015, 0.060, -0.486], [0.023, -0.064, -0.047], [0.393, -0.585, 0.247], [0.507, -0.750, -0.351], [0.325, -0.600, -0.050], [-0.041, 0.205, 0.020], [-0.659, 0.437, 0.189], [-0.046, 0.032, -0.596], [0.127, -0.037, -0.093], [0.047, 0.008, 0.449], [0.148, 0.023, 0.232], [-0.119, -0.112, 0.048], [0.205, -0.950, -0.928], [0.855, 0.541, 1.093], [-0.382, -0.477, -0.270], [0.461, 0.443, -0.187], [-1.006, 0.212, -0.209], [-2.264, -1.024, 0.272], [-0.511, 0.455, 0.038], [0.244, 0.030, 0.317], [0.068, 0.584, 0.360], [-0.176, -0.410, 0.066], [0.128, 0.110, -0.143], [0.011, 0.164, 0.226], [0.252, 0.093, -0.005], [0.323, -0.320, 0.093], [0.092, -0.053, 0.157], [0.759, 0.694, -0.172], [0.266, 0.249, -0.541], [0.806, -0.351, 0.966], [0.166, 1.040, -0.301], [0.021, -0.371, -0.839], [0.302, -0.441, 0.300], [-0.319, 0.057, -0.292], [0.384, 0.762, -1.387], [-0.262, 0.232, -0.601], [-0.188, 0.024, 0.138], [-0.398, -0.257, -0.381], [-0.179, -0.370, 0.576], [-0.091, 0.317, 0.435], [-0.091, 0.127, -0.064], [-0.085, 0.250, 0.312], [-0.176, 0.003, -0.209], [0.275, -0.148, 0.349], [-0.263, -0.533, 0.612], [-0.096, -0.057, 0.757]], "energy_ev": -108110.5314, "e_above_lowest_kcal_mol": 0.0, "total_charge": 0}

| no. | F_max (eV/A) |
| --- | --- |
| 1 | 2.42 |
| 2 | 9.04 |
| 3 | 9.47 |
| 4 | 2.50 |